Record 1
Computed, not measured: a cluster of 2 separate species, C3H12N2O2 in total in a non-equilibrium geometry, with ωB97M-V/def2-TZVPD.

Each atom is followed by the atoms it is bonded to, with distances in Å.
CARTESIAN COORDINATES (ANGSTROEM)
1 C 0.6379 -0.5161 -1.2361  C2 1.640, N4 1.335, H7 1.133, H8 1.018
2 C 0.4008 -0.7446 0.3703  C1 1.640, O3 1.491, H9 1.066, H10 1.035
3 O 1.6300 -1.5009 0.7452  C2 1.491, H11 0.988
4 N -0.4631 -0.0678 -1.8445  C1 1.335, C5 1.389, H12 1.072
5 C -0.7022 1.2999 -1.8005  N4 1.389, N6 1.555, H13 1.194, H14 1.142
6 N -1.5409 1.7880 -0.5858  C5 1.555, H15 1.037, H16 1.071
7 H 1.4510 0.2633 -1.1130  C1 1.133
8 H 0.9464 -1.3610 -1.7137  C1 1.018
9 H -0.5160 -1.2685 0.5173  C2 1.066
10 H 0.2597 0.1172 0.9256  C2 1.035
11 H 2.1784 -0.7444 1.0666  O3 0.988
12 H -1.4141 -0.5451 -1.7137  N4 1.072
13 H 0.2882 1.9303 -1.5822  C5 1.194
14 H -1.0585 1.7094 -2.8048  C5 1.142
15 H -0.8873 2.1670 0.1250  N6 1.037
16 H -2.4228 1.4983 -0.0518  N6 1.071
17 H 0.6073 -0.5353 3.3433  O19 0.968
18 H 0.2855 -2.1889 3.4915  O19 0.963
19 O 0.3198 -1.3007 3.8612  H17 0.968, H18 0.963

Results
Structure (SMILES): NCNCCO.O
Energy: -10377.737 eV
Orbital gap: 8.96 eV
Lowest unoccupied orbital energy: 0.5 eV

---

Record 2
Computed, not measured: a cluster of 5 separate species, C31H34FN6O10 in total in a non-equilibrium geometry, with ωB97M-V/def2-TZVPD.

Each atom is followed by the atoms it is bonded to, with distances in Å.
CARTESIAN COORDINATES (ANGSTROEM)
1 C -1.2245 -0.5812 1.3716  C2 1.596, H13 1.153, H14 1.153, H15 1.149
2 C -1.0215 -0.8716 -0.1841  C1 1.596, O3 1.260, O4 1.423
3 O -1.7791 -1.7227 -0.7227  C2 1.260
4 O -0.0273 -0.2942 -1.0218  C2 1.423, C5 1.456
5 C 0.1681 1.1257 -0.7630  O4 1.456, C6 1.614, H16 1.153, H17 1.161
6 C 1.6309 1.4820 -0.1811  C5 1.614, N7 1.489, C8 1.618, C12 1.605
7 N 1.8636 2.8450 -0.7346  C6 1.489, H18 1.036, H19 1.027
8 C 1.8294 1.6506 1.4158  C6 1.618, C9 1.639, H20 1.142, H21 1.147
9 C 2.6382 0.3472 1.9941  C8 1.639, N10 1.515, H22 1.153, H23 1.149
10 N 2.5809 -0.5569 0.7796  C9 1.515, F11 1.370, C12 1.523, H24 1.047
11 F 3.4301 -1.6318 0.7670  N10 1.370
12 C 2.7229 0.3359 -0.4462  C6 1.605, N10 1.523, H25 1.138, H26 1.155
13 H -0.3115 -0.0073 1.7802  C1 1.153
14 H -2.2060 -0.0240 1.6074  C1 1.153
15 H -1.3217 -1.6053 1.8842  C1 1.149
16 H -0.6732 1.6083 -0.1389  C5 1.153
17 H 0.1051 1.6526 -1.7955  C5 1.161
18 H 0.9854 3.3686 -0.5662  N7 1.036
19 H 2.6721 3.3178 -0.3135  N7 1.027
20 H 0.9294 1.8537 2.0888  C8 1.142
21 H 2.5758 2.4834 1.6705  C8 1.147
22 H 3.6863 0.6336 2.3801  C9 1.153
23 H 2.0456 -0.1131 2.8645  C9 1.149
24 H 1.6055 -0.9314 0.8484  N10 1.047
25 H 2.5051 -0.2698 -1.3844  C12 1.138
26 H 3.7902 0.7604 -0.3277  C12 1.155
27 C -5.4982 1.9863 -2.9990  C28 1.392, C32 1.392, H36 1.086
28 C -4.4149 1.2101 -2.5966  C27 1.392, C29 1.390, H37 1.085
29 C -3.1424 1.7668 -2.5412  C28 1.390, C30 1.395, H38 1.085
30 C -2.9664 3.1064 -2.8878  C29 1.395, C31 1.394, N33 1.463
31 C -4.0456 3.8865 -3.2988  C30 1.394, C32 1.390, H39 1.084
32 C -5.3142 3.3200 -3.3536  C27 1.392, C31 1.390, H40 1.085
33 N -1.6330 3.7039 -2.8072  C30 1.463, O34 1.232, O35 1.217
34 O -0.6995 2.9801 -2.4576  N33 1.232
35 O -1.5194 4.8827 -3.0856  N33 1.217
36 H -6.4914 1.5497 -3.0358  C27 1.086
37 H -4.5640 0.1708 -2.3230  C28 1.085
38 H -2.3070 1.1507 -2.2263  C29 1.085
39 H -3.9162 4.9273 -3.5747  C31 1.084
40 H -6.1617 3.9187 -3.6693  C32 1.085
41 C 0.9659 -0.6356 -4.9508  C42 1.392, C46 1.392, H50 1.086
42 C 1.0025 -1.2051 -6.2199  C41 1.392, C43 1.391, H51 1.085
43 C 0.5821 -0.4718 -7.3246  C42 1.391, C44 1.393, H52 1.084
44 C 0.1306 0.8343 -7.1461  C43 1.393, C45 1.393, N47 1.465
45 C 0.0845 1.4073 -5.8776  C44 1.393, C46 1.390, H53 1.085
46 C 0.5041 0.6660 -4.7786  C41 1.392, C45 1.390, H54 1.084
47 N -0.2897 1.6195 -8.3094  C44 1.465, O48 1.221, O49 1.222
48 O -0.2536 1.0783 -9.4037  N47 1.221
49 O -0.6486 2.7718 -8.1183  N47 1.222
50 H 1.3000 -1.2092 -4.0910  C41 1.086
51 H 1.3620 -2.2206 -6.3485  C42 1.085
52 H 0.6154 -0.9267 -8.3083  C43 1.084
53 H -0.2702 2.4217 -5.7303  C45 1.085
54 H 0.4749 1.1040 -3.7871  C46 1.084
55 C -2.6545 -5.6397 0.5192  C56 1.392, C60 1.392, H64 1.086
56 C -3.1317 -4.3319 0.5147  C55 1.392, C57 1.391, H65 1.084
57 C -3.9695 -3.8930 1.5341  C56 1.391, C58 1.394, H66 1.084
58 C -4.3199 -4.7717 2.5573  C57 1.394, C59 1.393, N61 1.465
59 C -3.8521 -6.0841 2.5638  C58 1.393, C60 1.391, H67 1.084
60 C -3.0168 -6.5158 1.5385  C55 1.392, C59 1.391, H68 1.085
61 N -5.1816 -4.3051 3.6463  C58 1.465, O62 1.223, O63 1.221
62 O -5.5876 -3.1522 3.5970  N61 1.223
63 O -5.4416 -5.0917 4.5432  N61 1.221
64 H -1.9959 -5.9776 -0.2754  C55 1.086
65 H -2.8480 -3.6542 -0.2820  C56 1.084
66 H -4.3345 -2.8719 1.5191  C57 1.084
67 H -4.1245 -6.7752 3.3539  C59 1.084
68 H -2.6445 -7.5348 1.5355  C60 1.085
69 C 5.5369 -0.7373 7.4667  C70 1.392, C74 1.392, H78 1.086
70 C 4.3750 -0.6962 6.7012  C69 1.392, C71 1.391, H79 1.085
71 C 4.0286 0.4674 6.0233  C70 1.391, C72 1.394, H80 1.084
72 C 4.8571 1.5849 6.1155  C71 1.394, C73 1.393, N75 1.465
73 C 6.0173 1.5523 6.8863  C72 1.393, C74 1.391, H81 1.084
74 C 6.3543 0.3848 7.5631  C69 1.392, C73 1.391, H82 1.085
75 N 4.5104 2.8053 5.3834  C72 1.465, O76 1.227, O77 1.219
76 O 3.4725 2.8064 4.7290  N75 1.227
77 O 5.2747 3.7513 5.4619  N75 1.219
78 H 5.8070 -1.6492 7.9902  C69 1.086
79 H 3.7407 -1.5736 6.6312  C70 1.085
80 H 3.1208 0.4866 5.4307  C71 1.084
81 H 6.6644 2.4187 6.9671  C73 1.084
82 H 7.2569 0.3479 8.1635  C74 1.085

Results
Energy: -64809.546 eV
Net charge: +1
Orbital gap: 8.68 eV
Lowest unoccupied orbital energy: -3.2 eV

---

What HOMO energy values result from the calculations? In sequence: -8.45; -11.85 eV.